This record from the OMol25 dataset describes a structure of composition C8H2F5HgN2OS2Te. The level of theory is wB97M-V/def2-TZVPD.

Calculated values
Energy relative to the best compared isomer or geometry (same formula, charge and spin) (kcal per mole): 0.0
E (Ha): -2208.1170
HOMO (spin up / spin down) (eV): -1.8 / -2.7
Gap between HOMO and LUMO (spin up / spin down) (eV): 6.52 / 7.33

The geometry in ORCA input format:
```
! RIJCOSX wB97M-V def2-TZVPD def2/J DEFGRID3
* xyz -2 2
O 2.41038 -0.23174 1.27598
F 2.68979 -2.25080 3.11489
C -2.38850 -5.26274 -4.54370
C 0.26844 -2.26398 -3.07554
S 0.13059 -3.44860 -0.51333
C -1.49386 -4.24745 -4.07338
F 5.12013 0.42767 1.52704
F 5.36314 -1.73931 3.41504
Hg 1.58459 -1.53088 -0.13270
H -1.50007 -4.99646 -2.08067
F 4.08904 -2.28514 0.69905
C -0.12725 -2.30054 -4.42127
Te 3.86789 -0.95683 2.24584
N -3.10175 -6.08905 -4.91065
C -1.11071 -4.23285 -2.74123
C -1.34241 -3.22718 -6.32121
C -0.24122 -3.27539 -2.20945
C -0.98739 -3.25881 -4.93235
H 0.26033 -1.54106 -5.08710
S 1.35570 -0.99077 -2.61137
N -1.62483 -3.18808 -7.43671
F 3.50173 0.23903 3.72033
*
```